No. 1
42
Properties=species:S:1:pos:R:3:forces:R:3 method="wB97M-V/def2-TZVPD" homo_lumo_gap_ev=8.88 lumo_energy_ev=0.60 homo_ev=-8.285
C -1.495320 -3.516551 0.027481 0.135 0.320 -0.140
C -0.971244 -2.582477 -1.048347 -0.038 -0.734 -0.242
O -0.772075 -1.268097 -0.533988 -0.299 0.724 0.169
P -1.989301 -0.257010 -0.475338 0.698 -0.105 0.547
O -3.176452 -0.593493 -1.274346 -0.083 0.077 -0.131
O -2.228068 -0.147021 1.110440 0.599 -0.143 -0.832
C -3.494408 0.230688 1.643465 -0.666 0.116 0.321
C -4.427182 -0.963573 1.746445 0.302 0.170 -0.097
C -1.187775 1.358248 -0.939638 -0.251 -0.751 0.165
N 0.017000 1.577430 -0.205280 -0.365 0.128 0.314
C 1.196927 1.046124 -0.643396 0.074 0.263 0.192
O 1.301388 0.523800 -1.730982 0.145 -0.177 -0.327
N 2.220672 1.218395 0.260636 -0.245 0.184 0.370
C 3.555402 0.840758 0.137279 0.378 -0.159 -0.143
C 4.050908 0.163820 -0.974952 -0.165 0.002 -0.075
C 5.385923 -0.186766 -1.037112 0.161 0.074 0.226
C 6.235653 0.134401 0.008695 -0.170 0.034 -0.011
Cl 7.907357 -0.305984 -0.072364 0.222 -0.059 -0.011
C 5.758450 0.806736 1.122091 0.026 -0.067 -0.115
C 4.424091 1.156236 1.182369 -0.117 -0.029 -0.121
C -2.225388 2.410018 -0.605553 0.041 0.273 -0.265
N -3.290642 2.400175 -1.429993 -0.314 0.174 -0.191
O -2.101844 3.162602 0.336933 0.140 0.140 0.276
H -0.821553 -3.521700 0.880486 0.043 -0.048 0.090
H -2.474912 -3.175933 0.355699 -0.115 -0.073 0.068
H -1.581477 -4.525214 -0.367765 -0.035 -0.108 -0.021
H 0.008777 -2.899654 -1.412771 -0.150 0.048 -0.002
H -1.677221 -2.537036 -1.883197 0.168 -0.015 0.024
H -3.278030 0.649231 2.630624 -0.057 0.016 -0.185
H -3.948380 1.007278 1.022663 0.050 0.030 0.089
H -4.623736 -1.355324 0.751996 -0.079 -0.062 -0.059
H -3.971699 -1.742678 2.352493 0.003 -0.087 0.091
H -5.365091 -0.659139 2.202909 -0.114 0.011 0.064
H -0.960572 1.324206 -2.008664 -0.120 -0.029 0.090
H -0.108853 1.969504 0.716240 0.084 0.032 -0.073
H 1.992566 1.690921 1.123604 -0.002 -0.085 -0.167
H 3.384318 -0.080758 -1.784362 0.004 -0.012 -0.025
H 5.766805 -0.710106 -1.899835 0.047 -0.045 -0.068
H 6.425026 1.054415 1.933071 0.066 0.013 0.057
H 4.051206 1.681414 2.050432 -0.039 0.059 0.097
H -4.073041 2.997172 -1.212401 0.089 -0.044 0.035
H -3.438211 1.624935 -2.055775 -0.050 -0.058 0.017



No. 2
106
Properties=species:S:1:pos:R:3:forces:R:3 method="wB97M-V/def2-TZVPD" spin_multiplicity=3 homo_lumo_gap_ev="8.64 / 9.41" lumo_energy_ev="0.27 / 0.27" homo_ev="-8.371 / -9.140"
C -1.993843 -4.320194 4.979210 0.362 -0.294 -0.538
C -1.602850 -3.578636 4.121148 0.368 0.164 -0.035
C -1.046910 -2.731937 3.038541 -1.247 0.204 0.410
C -0.418602 -1.440736 3.568493 0.344 0.178 1.020
C 0.835944 -1.719723 4.445877 -0.013 -0.163 -0.194
C 1.200585 -0.508010 5.336938 -0.724 -0.308 -0.571
C 1.224264 0.868966 4.649202 0.563 0.858 1.241
C 1.094333 1.973097 5.752457 0.559 -0.431 -0.808
C 2.378525 2.009670 6.604625 0.270 -0.118 0.202
O 2.160331 2.207337 8.014250 0.052 -0.308 -0.029
C 1.436806 1.191900 8.586099 -0.258 -0.205 -0.024
C 2.083524 -0.144794 8.924358 0.321 0.405 -0.103
O 0.278058 1.356538 8.818364 -0.444 0.141 0.245
C 2.025673 -2.331971 3.610046 -1.240 -0.254 0.369
C 2.633360 -3.594378 4.290753 -0.337 0.587 0.131
C 1.692293 -4.768590 4.437507 0.045 -0.113 0.161
N 2.010918 -5.890381 3.963859 0.186 -0.367 -0.132
C 3.123725 -1.337929 3.162815 -0.326 -0.835 -0.264
C 4.189811 -1.031955 4.205051 0.224 0.562 -0.377
F 5.288572 -0.528010 3.504779 0.090 0.028 -0.006
S 1.288288 -2.917816 2.022545 2.479 0.125 -2.858
O 2.131272 -3.951213 1.521130 -0.117 -1.371 0.793
O 1.269611 -1.850044 1.048897 -1.607 0.844 1.652
O -0.155889 -3.572263 2.267937 0.746 0.877 0.519
H -2.199700 -5.179586 5.571279 -0.314 0.234 0.332
H -1.906152 -2.467207 2.412369 0.318 -0.034 -0.270
H -0.222103 -0.701996 2.789893 -0.004 -0.351 -0.170
H -1.165761 -0.993210 4.237208 0.009 -0.085 -0.173
H 0.511788 -2.512187 5.134364 0.141 0.127 -0.066
H 0.410449 -0.453647 6.101278 0.112 -0.062 -0.092
H 2.117798 -0.744499 5.884130 -0.023 0.190 -0.114
H 2.180883 1.083899 4.157859 -0.227 -0.299 -0.259
H 0.414539 1.025504 3.935030 0.104 -0.276 -0.004
H 0.187347 1.770782 6.324932 0.204 0.228 0.205
H 1.014933 2.946816 5.260477 -0.313 -0.102 0.154
H 3.018516 2.835560 6.287273 -0.146 -0.014 0.158
H 3.000661 1.107441 6.497774 -0.294 0.006 -0.145
H 3.163605 -0.166608 8.764356 -0.153 -0.021 -0.053
H 1.579747 -0.920428 8.342456 0.144 0.086 -0.023
H 1.862955 -0.357432 9.972639 0.071 0.092 -0.094
H 2.940368 -3.269461 5.296799 -0.044 -0.102 -0.102
H 3.523136 -3.900040 3.736920 -0.156 -0.164 0.069
H 0.743935 -4.676397 4.980312 0.188 0.525 -0.047
H 1.274318 -6.570805 4.151141 0.083 -0.043 -0.004
H 2.636736 -0.457993 2.742429 0.263 0.102 0.186
H 3.648512 -1.817052 2.325396 0.030 0.110 0.155
H 4.558671 -1.903688 4.747656 -0.251 -0.005 -0.019
H 3.914082 -0.233049 4.897909 -0.123 -0.232 0.057
C 0.354089 -4.406883 -3.140252 -0.075 -0.139 -0.439
C 0.398269 -2.935112 -2.643263 0.334 -2.098 0.387
C -0.888778 -2.579120 -1.888379 -0.429 0.494 -0.157
C -2.095547 -2.368356 -2.797287 0.056 0.008 0.049
C -1.771917 -1.332101 -3.870239 -0.075 -0.034 0.529
C -0.516417 -1.688179 -4.670870 -0.770 -0.714 -1.758
N 0.649400 -2.009764 -3.790362 -1.006 1.804 1.592
O 1.108108 -0.891377 -3.316359 0.692 -0.090 -0.422
C -0.853566 -2.867874 -5.606811 -0.075 -0.316 0.061
C -0.182801 -0.541784 -5.625713 0.439 0.435 0.231
C 1.539739 -2.926145 -1.624077 0.383 0.600 -0.450
H 1.282586 -4.929960 -2.910008 -0.009 0.110 0.183
H -0.461647 -4.965782 -2.678228 0.004 0.032 0.022
H 0.253571 -4.508356 -4.216540 -0.127 0.095 0.025
H -0.730029 -1.662014 -1.310744 0.165 0.025 -0.098
H -1.113061 -3.357837 -1.155718 0.215 -0.092 -0.055
H -2.403055 -3.316425 -3.248210 0.037 0.014 -0.052
H -2.946473 -2.025697 -2.202769 0.001 -0.015 -0.020
H -2.624724 -1.229956 -4.547402 0.148 -0.002 -0.159
H -1.643791 -0.355576 -3.390660 0.182 -0.031 0.000
H 0.045452 -3.252628 -6.091543 0.011 0.004 0.052
H -1.532993 -2.543764 -6.396689 0.042 0.178 0.068
H -1.359617 -3.690549 -5.105086 0.098 -0.017 0.035
H -0.042266 0.408102 -5.110178 0.130 -0.096 0.095
H -0.991381 -0.391738 -6.342449 -0.099 -0.207 0.088
H 0.722376 -0.758753 -6.196707 0.022 0.000 0.072
H 2.495553 -3.141255 -2.108473 -0.055 -0.007 -0.068
H 1.371999 -3.694165 -0.871710 -0.140 -0.099 -0.144
H 1.630726 -1.986366 -1.096972 -0.013 0.092 -0.171
C -2.316483 5.809299 -6.304937 -0.143 -0.321 -0.250
C -2.226157 5.876415 -4.755386 0.147 0.931 -1.846
C -0.765418 5.785368 -4.292597 0.249 -0.425 0.360
C -0.176385 4.382324 -4.391313 -0.040 0.047 0.015
C -1.060462 3.386472 -3.646214 0.317 0.416 0.107
C -2.515469 3.423848 -4.121621 -0.124 -1.707 -1.150
N -3.074338 4.812696 -4.139725 1.466 0.391 2.075
O -3.327338 5.157751 -2.913966 -0.808 0.032 -0.167
C -2.589732 2.772698 -5.518281 0.099 0.101 -0.336
C -3.358793 2.502496 -3.238023 -0.305 0.369 0.467
C -2.726449 7.283818 -4.419174 -0.332 -0.063 0.676
H -2.972074 6.587256 -6.698315 0.079 0.110 0.142
H -1.338929 5.935342 -6.772900 0.007 0.007 0.040
H -2.745473 4.886966 -6.682861 0.112 -0.069 0.100
H -0.691555 6.114525 -3.250667 -0.190 -0.031 0.014
H -0.152458 6.481332 -4.869534 -0.194 0.072 -0.087
H -0.056100 4.093033 -5.439385 -0.055 -0.024 0.001
H 0.826371 4.375249 -3.958549 -0.008 -0.005 -0.025
H -0.657384 2.377768 -3.769905 -0.198 -0.055 -0.030
H -1.012281 3.604547 -2.574344 -0.141 0.068 -0.017
H -3.578613 2.904242 -5.962202 0.012 0.059 0.024
H -2.409045 1.698575 -5.451799 -0.003 0.035 0.227
H -1.841824 3.148837 -6.214385 -0.060 0.074 -0.002
H -3.301184 2.763684 -2.182142 -0.045 0.159 -0.062
H -3.011219 1.473446 -3.329038 0.123 0.074 -0.167
H -4.407931 2.525352 -3.540989 0.017 0.052 0.017
H -3.777102 7.402668 -4.689647 0.008 -0.049 0.018
H -2.150391 8.020001 -4.981724 0.060 -0.169 -0.133
H -2.616650 7.529758 -3.363440 -0.052 -0.125 0.006



No. 3
23
Properties=species:S:1:pos:R:3:forces:R:3 method="wB97M-V/def2-TZVPD" e_above_lowest_kcal_mol=190.0 homo_lumo_gap_ev=7.44 lumo_energy_ev=-0.72 homo_ev=-8.161
C 1.290473 -0.909288 -0.704402 -0.090 -3.890 -1.086
C -0.951096 0.063188 -0.209943 -1.079 0.509 -1.693
C -1.989106 0.883308 -0.801512 0.911 -0.111 -0.722
C -2.899261 1.568210 0.019118 1.525 -1.384 -2.698
C -2.919260 1.146201 1.304090 -1.172 0.899 3.763
C -2.071027 0.211839 1.913847 0.439 0.879 -3.238
C -1.026924 -0.274709 1.136484 2.558 -0.387 1.641
H 3.300737 0.234620 1.994158 0.012 -2.727 -2.838
H 4.119138 -0.873875 -0.542456 -2.607 -0.339 3.536
H 1.530277 0.543472 0.744756 0.927 -1.267 -1.301
H 1.229485 -1.890604 -0.179635 -0.686 0.674 0.320
H 1.814804 -2.068327 -2.518670 0.191 1.699 0.948
H 2.398283 -0.390040 -2.188401 0.378 -0.252 -1.474
H 0.199417 0.121192 -1.882477 -0.423 1.231 -1.477
H -2.031256 1.049715 -1.938966 0.417 -0.277 1.894
H -3.492918 2.316140 -0.509091 -0.237 -0.153 0.894
H -3.515893 1.722048 2.020399 -0.334 -0.396 -0.289
H -2.114855 -0.081409 2.908328 -0.342 -0.055 1.710
H -0.077869 -0.691966 1.730881 -2.318 0.285 -1.674
N 2.948123 -0.935665 0.636092 4.985 3.591 1.171
N 2.095114 -0.009501 0.028969 -1.342 1.374 1.213
N 2.130154 -1.307050 -1.868345 -0.719 0.217 0.546
N 0.033458 -0.427499 -1.093223 -0.994 -0.119 0.853